1.
{
  "formula": "C3H3N2O2",
  "method": "wB97M-V/def2-TZVPD",
  "lumo_ev": [4.018, 3.983],
  "orbital_gap_ev": [6.28, 7.18],
  "total_charge": -1,
  "e_above_lowest_kcal_mol": 126.7,
  "e_homo_ev": [-2.2585, -3.2005],
  "symbols": ["C", "C", "C", "N", "N", "O", "O", "H", "H", "H"],
  "coordinates": [[0.7639, -0.1055, -0.2928], [1.8603, -0.8096, 0.0770], [1.6881, 0.7712, 0.0402], [-2.2173, 0.1578, 0.2194], [-1.4002, -0.5511, -0.7346], [2.6141, -1.7046, 0.4217], [2.2026, 1.8212, 0.2241], [-2.9204, 0.6575, -0.4149], [-1.6984, 0.9556, 0.6346], [-0.8927, -1.1924, -0.1747]]
}

2.
{
  "formula": "C19H30N3O8STb",
  "method": "wB97M-V/def2-TZVPD",
  "lumo_ev": [0.331, 0.333],
  "orbital_gap_ev": [9.37, 9.37],
  "total_charge": 0,
  "spin_multiplicity": 7,
  "e_homo_ev": [-9.0349, -9.0353],
  "s_squared": 12.674,
  "symbols": ["Tb", "O", "C", "C", "N", "C", "C", "O", "O", "C", "C", "O", "O", "H", "H", "H", "H", "H", "H", "H", "H", "H", "C", "C", "N", "C", "C", "C", "C", "N", "H", "H", "H", "H", "H", "H", "H", "H", "H", "H", "H", "H", "H", "H", "C", "C", "C", "C", "C", "C", "C", "S", "O", "O", "O", "H", "H", "H", "H", "H", "H", "H"],
  "coordinates": [[1.4385, -0.2105, 1.3516], [1.0815, -0.0038, 3.9682], [1.3496, -1.2680, 4.6006], [0.7179, -2.4287, 3.8227], [1.3957, -2.5439, 2.5059], [2.7981, -2.9665, 2.5881], [3.8793, -1.8852, 2.5098], [4.9706, -2.2708, 2.8808], [3.5833, -0.7146, 2.0061], [0.6907, -3.4808, 1.6560], [0.9772, -3.1606, 0.2011], [1.2611, -4.0247, -0.5951], [1.0816, -1.8673, 0.0517], [0.1196, 0.1725, 3.9072], [1.0703, -1.2395, 5.6438], [2.4478, -1.3768, 4.6263], [-0.2837, -2.2935, 3.5151], [0.7441, -3.3921, 4.2706], [2.8843, -3.4989, 1.6809], [2.9098, -3.5466, 3.5109], [-0.4129, -3.3372, 1.7128], [0.9621, -4.5039, 1.9421], [-0.7484, 1.3006, -1.6616], [0.4630, 2.1862, -1.7862], [1.5699, 1.4658, -2.4687], [1.4733, 1.4735, -3.8961], [0.6393, 0.3796, -4.6771], [2.5758, 0.7962, -1.8624], [3.7424, 0.3811, -2.7227], [2.6973, 0.5945, -0.5366], [-1.2990, 1.7121, -0.8746], [-0.5377, 0.2622, -1.3182], [-1.2372, 1.2719, -2.6317], [0.7993, 2.6107, -0.8530], [0.2416, 3.0050, -2.5044], [2.5098, 1.5223, -4.2188], [1.2294, 2.4601, -4.2035], [1.3490, -0.3826, -5.1375], [-0.0719, 0.8515, -5.3781], [0.1162, -0.2216, -3.9142], [4.6881, 0.1559, -2.2470], [4.0886, 1.2112, -3.3190], [3.5410, -0.3687, -3.5162], [3.6554, 0.2291, -0.3050], [-6.0464, 2.1664, -1.7525], [-4.9500, 1.7442, -0.7462], [-4.4719, 0.4263, -0.5813], [-3.2681, 0.1631, 0.1641], [-2.7437, 1.1985, 0.8928], [-3.2724, 2.4963, 0.8514], [-4.3621, 2.7303, 0.0291], [-1.2764, 0.9322, 1.8858], [-1.5393, 1.3524, 3.2839], [-0.9097, -0.4781, 1.8648], [-0.1573, 1.6721, 1.2599], [-7.0280, 1.7807, -1.4568], [-5.7101, 1.6986, -2.6828], [-6.0930, 3.2805, -1.8772], [-4.8696, -0.4649, -1.0364], [-2.8188, -0.8505, 0.1934], [-2.8659, 3.3436, 1.3821], [-4.7689, 3.7533, 0.0013]]
}

3.
{
  "formula": "C9H25O4V",
  "method": "wB97M-V/def2-TZVPD",
  "lumo_ev": [0.115, 0.092],
  "orbital_gap_ev": [6.63, 9.56],
  "total_charge": 0,
  "e_above_lowest_kcal_mol": 2.5,
  "spin_multiplicity": 5,
  "e_homo_ev": [-6.5163, -9.4683],
  "s_squared": 6.003,
  "symbols": ["V", "O", "H", "C", "C", "C", "O", "H", "H", "H", "H", "H", "H", "H", "H", "C", "C", "C", "O", "H", "H", "H", "H", "H", "H", "H", "H", "C", "C", "C", "O", "H", "H", "H", "H", "H", "H", "H", "H"],
  "coordinates": [[1.8684, -1.7001, 1.3837], [0.5731, -0.9952, -0.0162], [0.2379, -0.1236, -0.3033], [1.1002, 2.0568, 2.4285], [2.0113, 1.6095, 1.3460], [3.1202, 2.5240, 0.9170], [2.5583, 0.4523, 1.8841], [0.6809, 3.0287, 2.1683], [1.5700, 2.1809, 3.4042], [0.2641, 1.3731, 2.5753], [1.5435, 1.3736, 0.3902], [3.6550, 2.0853, 0.0746], [3.8519, 2.7266, 1.6991], [2.5868, 3.4166, 0.5900], [2.8765, 0.5734, 2.7817], [-2.9353, -2.4561, 2.0931], [-2.9846, -1.0667, 1.5264], [-3.9367, -0.1380, 2.3311], [-1.7401, -0.4790, 1.7793], [-3.9322, -2.8750, 2.2304], [-2.5450, -2.4639, 3.1108], [-2.2486, -3.0862, 1.5279], [-3.1767, -1.2314, 0.4662], [-3.8820, 0.9432, 2.2044], [-3.6977, -0.3289, 3.3773], [-4.9911, -0.3578, 2.1638], [-1.3434, -0.6363, 0.9194], [1.3200, 0.4526, -3.1768], [0.3459, -0.6516, -3.5466], [0.4615, -1.0065, -5.0028], [0.6309, -1.8197, -2.7633], [2.3536, 0.1353, -3.3152], [1.3073, 0.7122, -2.1182], [1.2271, 1.3357, -3.8090], [-0.6939, -0.3643, -3.3903], [-0.1454, -1.8932, -5.1860], [1.4388, -1.4401, -5.2150], [0.0679, -0.2674, -5.7005], [0.6017, -1.5988, -1.8295]]
}

Q: Number 2 is which compound?
A: C19H30N3O8STb